(1)
This record from the Open Molecules 2025 dataset describes a molecular structure, C65H62N2OP2S5ScSiTe. The level of theory is ωB97M-V/def2-TZVPD.

```
140
Properties=species:S:1:pos:R:3:forces:R:3
Sc -0.04639 0.46047 -1.01059 0.00 -0.54 0.89
C 1.77202 -2.37187 -0.29963 0.04 0.20 -0.19
P 2.49446 -0.68768 -0.58206 0.67 -0.64 -0.11
C 3.77079 -1.02503 -1.87266 -0.10 0.14 -0.15
C 4.66798 -2.09038 -1.80446 0.01 -0.05 -0.08
C 5.64838 -2.25102 -2.77304 -0.03 0.00 0.04
C 5.75942 -1.33442 -3.81581 -0.03 0.01 0.03
C 4.89112 -0.25464 -3.87879 -0.01 0.01 0.04
C 3.89798 -0.10419 -2.91194 0.16 -0.09 0.08
C 3.67711 -0.40507 0.79066 -0.11 0.22 0.10
C 3.74234 -1.18953 1.93828 0.04 -0.03 -0.02
C 4.60497 -0.85257 2.97879 -0.06 -0.04 -0.04
C 5.42444 0.26033 2.86857 0.02 0.02 -0.01
C 5.38767 1.03752 1.71387 -0.04 -0.05 -0.04
C 4.51203 0.71406 0.68776 -0.05 -0.06 0.11
C 0.91052 -2.57017 -1.51141 -0.14 0.02 -0.11
C 0.84454 -3.58699 -2.43879 -0.01 -0.03 -0.10
C -0.01382 -3.12517 -3.48349 0.01 -0.16 0.03
C -0.42116 -1.85861 -3.12426 -0.07 0.01 0.05
C -1.06994 -0.76232 -3.92151 0.22 0.12 0.31
P 0.38717 0.38733 -4.25907 -0.49 0.13 -0.70
C -0.26967 1.96006 -4.96231 0.11 0.03 -0.12
C -1.07274 2.76549 -4.15939 0.00 -0.04 -0.09
C -1.45431 4.03461 -4.57145 0.00 -0.05 0.14
C -1.01088 4.53486 -5.78370 -0.01 0.08 -0.03
C -0.17542 3.76463 -6.57957 0.03 -0.07 0.01
C 0.19568 2.49141 -6.17130 -0.04 0.02 0.11
C 0.86921 -0.49651 -5.81222 0.26 -0.09 0.12
C 0.02225 -0.52287 -6.92558 0.11 -0.10 -0.05
C 0.35072 -1.26947 -8.04766 0.01 0.01 0.10
C 1.52701 -2.01687 -8.07199 -0.06 0.06 0.00
C 2.36294 -2.01318 -6.96848 0.01 0.02 0.06
C 2.03399 -1.25677 -5.84448 -0.06 0.01 -0.04
N 0.13073 -1.51613 -1.91669 0.01 -0.21 -0.10
H 1.18283 -2.31675 0.61589 -0.04 -0.01 0.18
H 2.52375 -3.15286 -0.19940 0.02 -0.08 0.01
H 4.60768 -2.79392 -0.97884 0.00 0.04 -0.08
H 6.33765 -3.08690 -2.71032 -0.04 0.04 -0.01
H 6.52830 -1.46132 -4.57101 -0.04 0.01 0.05
H 4.97743 0.47201 -4.68118 -0.02 -0.06 0.08
H 3.22460 0.74240 -2.94948 -0.07 0.05 -0.05
H 3.11706 -2.07080 2.02630 -0.03 0.06 0.04
H 4.61557 -1.45584 3.88090 0.01 0.03 -0.05
H 6.08654 0.53179 3.68438 -0.03 -0.03 -0.06
H 6.03690 1.90167 1.62066 -0.08 -0.02 0.00
H 4.45645 1.33750 -0.20026 0.03 0.00 0.05
H 1.36918 -4.53343 -2.39425 -0.06 0.09 0.01
H -0.28622 -3.65876 -4.38591 0.06 0.10 0.04
H -1.85027 -0.23289 -3.36606 0.00 0.01 0.01
H -1.48879 -1.13189 -4.85138 -0.14 0.02 -0.08
H -1.37876 2.42693 -3.17748 -0.13 -0.02 0.12
H -2.05836 4.64315 -3.91131 -0.02 -0.03 0.02
H -1.28546 5.53851 -6.09034 0.00 -0.05 0.01
H 0.20653 4.16208 -7.51359 0.00 -0.02 0.02
H 0.87491 1.91941 -6.78811 0.00 -0.02 -0.04
H -0.90038 0.04565 -6.90882 0.02 0.00 -0.01
H -0.31681 -1.27756 -8.90202 0.02 0.01 0.02
H 1.77990 -2.60314 -8.94889 -0.01 0.02 0.04
H 3.27097 -2.60732 -6.97122 -0.05 0.05 0.03
H 2.67920 -1.27347 -4.97622 0.01 -0.02 0.00
S 2.61428 9.27376 -0.26813 0.04 0.08 0.02
C 1.99336 7.79540 -0.68153 -0.05 -0.09 0.03
S 2.75977 6.69716 -1.75690 -0.13 -0.05 0.07
C 1.56735 5.38447 -1.75131 -0.07 0.05 0.07
C 0.43846 5.63500 -0.92687 0.01 -0.08 -0.07
S -0.91039 4.67950 -0.66214 0.07 0.14 -0.12
S 0.50196 7.18570 -0.07768 0.07 -0.06 -0.09
S 1.90562 4.05252 -2.69011 -0.02 0.10 -0.13
C 1.74274 2.54749 1.69756 -0.08 0.01 -0.12
C 0.98153 1.64226 0.76204 -0.50 -0.31 0.26
O 0.96429 2.03531 -0.50764 0.74 0.95 0.10
N 0.36755 0.53576 1.06562 -0.11 0.50 -0.58
Te 0.53517 -0.58419 3.23431 0.10 -0.42 0.79
C 0.86150 -1.71022 5.19444 0.14 0.32 0.09
C 0.85775 -1.04187 6.44102 -0.01 -0.01 -0.02
C 0.35097 0.37946 6.58048 0.11 -0.20 -0.08
C 1.35267 -1.66983 7.58593 -0.04 0.01 -0.11
C 1.87361 -2.95873 7.55087 -0.01 0.02 -0.03
C 2.42143 -3.61921 8.79264 -0.04 0.04 -0.07
C 1.87032 -3.61941 6.33243 -0.03 0.01 -0.02
C 1.37663 -3.01732 5.17108 -0.06 -0.08 -0.19
C 1.41584 -3.84923 3.89872 0.05 0.09 0.18
C -1.50374 -0.21206 3.75798 -0.22 0.15 -0.08
C -1.98887 1.10414 3.89727 0.11 -0.14 0.02
C -1.16385 2.32160 3.57251 0.00 -0.18 0.03
C -3.28523 1.30602 4.37080 -0.01 0.01 0.00
C -4.11380 0.25199 4.71927 -0.07 -0.01 0.02
C -5.49430 0.49687 5.27976 0.12 -0.02 -0.07
C -3.64032 -1.03921 4.53213 0.02 0.01 0.04
C -2.36195 -1.29409 4.04132 0.06 0.05 -0.05
C -1.96222 -2.73419 3.83119 -0.03 0.16 0.00
H 2.59141 2.96744 1.15822 0.00 0.02 0.01
H 2.07747 2.00646 2.58125 -0.04 0.02 0.03
H 1.09305 3.37726 1.99415 0.05 -0.05 -0.04
H 0.96651 1.05934 5.98429 -0.05 -0.01 0.00
H 0.38226 0.70452 7.62356 0.01 -0.03 -0.05
H -0.67273 0.47222 6.21722 -0.02 0.01 -0.01
H 1.34467 -1.12885 8.53061 -0.01 -0.02 -0.05
H 2.44619 -2.91730 9.62812 0.00 -0.03 -0.01
H 3.43759 -3.98600 8.62690 -0.02 0.01 0.02
H 1.80863 -4.47480 9.08915 0.02 0.02 0.01
H 2.26570 -4.63407 6.27331 -0.04 0.08 0.00
H 0.95946 -4.82792 4.06777 0.03 -0.01 0.01
H 2.44896 -4.02156 3.57822 -0.05 0.01 -0.01
H 0.88263 -3.35732 3.08785 0.04 -0.05 0.00
H -0.18674 2.26922 4.05998 -0.02 0.01 -0.05
H -1.67122 3.23601 3.88487 0.00 -0.07 0.01
H -0.99053 2.37950 2.49949 0.03 0.01 -0.08
H -3.65096 2.32465 4.47479 0.05 -0.05 0.00
H -5.72272 1.56359 5.30184 0.00 -0.04 0.00
H -5.57320 0.11110 6.29904 -0.02 0.01 0.00
H -6.25802 -0.00270 4.67947 -0.01 0.01 -0.01
H -4.28920 -1.87992 4.76710 0.04 0.02 -0.04
H -2.84244 -3.37974 3.84785 0.01 0.04 -0.01
H -1.26747 -3.06648 4.60495 -0.02 0.00 -0.01
H -1.45956 -2.85036 2.87023 -0.01 -0.02 -0.02
C -5.17142 2.60482 -4.23738 0.03 -0.04 0.05
C -4.96013 1.23318 -4.17208 0.02 0.01 0.09
C -4.33358 0.67182 -3.06216 -0.04 0.10 -0.01
C -3.87253 1.45663 -1.99700 0.09 0.11 -0.10
C -4.12499 2.83511 -2.07709 0.02 -0.02 0.00
C -4.77001 3.40186 -3.17213 0.08 -0.01 0.04
Si -2.78379 0.79387 -0.53880 -0.82 0.05 -0.40
C -3.79074 -0.76143 -0.04031 0.14 -0.17 0.02
C -3.80583 -1.91649 -0.83645 0.10 0.01 0.02
C -4.60871 -3.00939 -0.53045 -0.01 0.08 0.02
C -5.40655 -2.98788 0.60690 0.05 0.12 0.05
C -5.37735 -1.87175 1.43674 0.04 0.00 -0.09
C -4.57993 -0.77599 1.11455 -0.06 -0.09 -0.03
H -5.63451 3.04884 -5.11186 -0.02 -0.02 0.04
H -5.27919 0.59666 -4.99139 0.00 0.01 0.03
H -4.21359 -0.40692 -3.02602 0.05 0.05 -0.04
H -3.79682 3.47780 -1.26082 -0.03 -0.05 -0.14
H -4.94113 4.47446 -3.20570 0.03 -0.07 0.03
H -3.29716 1.75919 0.48954 0.31 0.01 0.17
H -3.15956 -1.97652 -1.71134 -0.04 0.01 0.07
H -4.61227 -3.87782 -1.17982 0.04 0.00 0.01
H -6.03546 -3.83723 0.85181 0.02 0.02 0.00
H -5.98722 -1.85372 2.33381 0.04 0.02 0.02
H -4.56692 0.08818 1.77254 -0.02 -0.05 -0.01
```
Positions in Å, forces in eV/Å.

- Net charge: -2
- Spin multiplicity: 2
- E_tot: -6690.9231 Eh
- Frontier orbital gap (alpha / beta): 5.669 / 6.460 eV
- Expectation value of S²: 0.776
- E_HOMO (alpha / beta): -2.143 / -3.059 eV
- ΔE to the lowest compared entry with this formula, charge and spin: 0.000 eV


(2)
This record from the Open Molecules 2025 dataset describes a molecular structure, C35H52F3N5P2STc. The level of theory is ωB97M-V/def2-TZVPD.

```
99
Properties=species:S:1:pos:R:3:forces:R:3
Tc 0.11431 0.12125 0.11653 -0.12 -0.03 -0.85
C -3.72678 2.94674 -1.77685 1.10 0.18 1.05
C -2.50677 1.99072 -1.75959 -0.49 0.33 -0.41
C -2.58020 1.09914 -3.02576 0.16 -0.12 0.95
P -2.25927 1.01978 -0.14631 -0.48 -0.15 -0.77
C -3.11082 1.80244 1.33693 0.71 0.78 -0.84
C -2.42834 3.19875 1.54991 0.08 -1.47 -0.21
C -4.64774 1.82897 1.38287 0.91 -1.93 0.00
C -3.00374 -0.59204 -0.51245 -0.61 -0.19 0.33
C -4.35228 -0.71316 -0.89513 0.82 -0.43 -0.17
C -4.83372 -1.94973 -1.33461 0.59 1.18 -0.06
C -3.96799 -3.02247 -1.46889 0.42 -0.15 0.46
C -2.64965 -2.95078 -0.98778 -0.53 0.33 0.09
C -2.17757 -1.74567 -0.44686 -1.18 -0.04 -0.39
N -0.91927 -1.63568 0.13394 1.84 -0.11 0.76
C -0.45098 -2.58441 1.10123 0.53 0.40 1.03
C -1.32249 -3.40743 1.83378 -0.54 -0.10 -1.25
C -0.88551 -4.06662 2.95709 -0.04 -0.14 0.35
C 0.43446 -3.99335 3.37332 -0.26 -0.45 1.17
C 1.34176 -3.24238 2.70491 0.96 1.33 -1.23
C 0.90582 -2.50064 1.59683 -0.81 -0.06 -0.59
P 1.96136 -1.41134 0.63718 -0.53 -0.14 0.31
C 2.55644 -2.55171 -0.66748 0.72 -0.08 1.11
C 3.50861 -3.57357 -0.02189 0.48 0.07 0.31
C 1.47777 -3.39730 -1.26314 0.50 0.23 -1.38
C 3.44525 -0.91122 1.57807 0.49 0.06 0.86
C 3.21652 -0.20475 2.95751 1.84 -0.69 -0.55
C 4.32766 -0.06850 0.65634 -0.35 0.95 -0.74
H -3.86879 3.35158 -2.77118 0.31 0.38 -0.14
H -3.51460 3.73750 -1.02018 -0.72 -0.31 -0.78
H -4.65268 2.43494 -1.57251 -0.29 -0.22 0.37
H -1.59805 2.61136 -1.82014 -0.43 -0.20 0.01
H -3.55942 0.63505 -3.13232 -0.12 0.21 -0.02
H -1.89460 0.27763 -2.90982 0.45 -0.40 -0.31
H -2.33951 1.66607 -3.92424 -0.02 0.07 0.09
H -2.73228 1.11362 2.09311 -0.20 0.05 0.27
H -2.96860 3.93283 0.96879 -0.10 0.38 0.20
H -1.38390 3.16066 1.15474 -0.62 0.28 0.66
H -2.48078 3.38611 2.63133 0.24 0.45 -0.48
H -5.13308 2.38078 0.60015 -0.07 0.26 -0.29
H -4.99960 2.14162 2.34251 -0.04 0.68 0.65
H -4.94037 0.76555 1.36554 -0.34 0.40 -0.36
H -5.00755 0.15976 -0.92840 0.23 -0.28 0.11
H -5.84680 -1.93285 -1.66727 -0.53 -0.59 -0.21
H -4.33282 -3.93793 -1.91006 0.05 -0.13 0.02
H -1.99816 -3.82198 -0.98249 -0.16 0.11 -0.13
H -2.34882 -3.56642 1.46868 0.47 0.30 0.43
H -1.61604 -4.59078 3.55219 0.02 -0.30 0.02
H 0.79458 -4.43080 4.28479 -0.33 -0.54 0.29
H 2.39923 -3.15801 3.05271 -1.04 -0.10 -0.31
H 3.04997 -1.90733 -1.38570 0.31 -0.09 -0.30
H 3.08038 -4.02251 0.90783 0.15 0.09 -0.99
H 4.45474 -3.15050 0.26483 0.46 0.35 0.15
H 3.77893 -4.33365 -0.76056 -0.34 -0.15 0.23
H 1.14714 -4.07765 -0.51905 -0.50 -0.77 0.47
H 1.98935 -3.95386 -2.07065 -0.68 0.04 0.20
H 0.64877 -2.82878 -1.64280 -0.50 0.10 -0.32
H 3.99263 -1.83121 1.76596 -0.14 -0.26 0.14
H 2.44780 -0.62440 3.55980 -0.99 -0.28 0.26
H 3.09294 0.83958 2.78047 -0.37 0.79 0.08
H 4.13652 -0.30638 3.59320 -0.58 0.05 -0.80
H 3.71670 0.81718 0.32610 0.61 -0.85 -0.22
H 4.78568 -0.63415 -0.19167 -0.65 0.44 0.49
H 5.15852 0.39749 1.17691 0.16 -0.23 0.39
F 2.00666 3.92103 3.10866 -0.70 -0.26 0.20
C 0.76558 3.73142 3.63609 1.18 0.07 0.19
F -0.07034 4.53591 3.00070 -0.28 0.57 -0.31
F 0.81684 4.08897 4.91301 0.01 0.30 0.30
C 0.29906 2.32151 3.52868 -0.43 -0.82 0.20
C -0.54448 1.77156 4.50128 0.52 1.24 0.37
C -1.09005 0.52431 4.34304 0.63 -0.55 -0.84
C -0.83128 -0.16774 3.18530 0.09 0.33 -1.51
N -0.07699 0.38218 2.18383 -0.74 -0.33 1.92
C 0.51781 1.58042 2.38284 -0.43 -0.23 -1.12
S 1.25062 2.01351 0.82874 0.42 0.81 0.66
H -0.80060 2.35795 5.38848 0.23 -0.15 -0.30
H -1.69989 0.05716 5.06205 -0.67 -0.24 0.87
H -1.34753 -1.09820 2.94925 0.39 0.08 0.11
C 2.48650 1.00070 -4.90704 -0.29 -2.14 -0.61
N 1.93539 0.19261 -3.81204 -0.30 0.16 1.05
C 1.71042 -1.23566 -3.96419 -0.86 0.29 0.04
C 1.49017 0.78729 -2.68480 -0.10 -0.62 -0.54
N 0.58273 0.17375 -1.92645 -0.37 -0.17 0.45
N 1.99306 1.98883 -2.35689 1.63 0.39 0.34
C 3.45812 2.26657 -2.37379 -1.64 0.36 -0.58
C 1.18249 3.12621 -2.10859 -0.74 1.77 0.16
H 2.03751 0.63509 -5.85727 0.16 0.48 0.60
H 3.55508 0.84213 -4.98568 0.28 0.26 0.01
H 2.22472 1.99843 -4.69993 -0.10 1.23 -0.18
H 2.13691 -1.50940 -4.89799 0.31 -0.54 -0.68
H 0.63305 -1.50990 -3.96290 0.50 0.23 -0.36
H 2.15278 -1.78862 -3.15104 0.33 -0.11 0.06
H 0.14564 -0.60143 -2.41372 0.02 0.14 0.00
H 3.94627 1.31556 -2.44108 0.67 -0.25 0.07
H 3.62880 2.79740 -1.44424 0.50 -0.12 0.18
H 3.71587 2.93427 -3.20915 0.11 -0.29 0.18
H 1.50369 3.75863 -1.25076 0.09 -0.70 -0.38
H 0.18259 2.78145 -1.88009 -0.16 0.23 -0.16
H 1.17852 3.84092 -2.97464 -0.14 -0.72 0.42
```
Positions in Å, forces in eV/Å.

- Net charge: +2
- Spin multiplicity: 4
- E_tot: -3099.5114 Eh
- Frontier orbital gap (alpha / beta): 7.542 / 5.923 eV
- Expectation value of S²: 3.779
- E_HOMO (alpha / beta): -12.839 / -12.906 eV
- ΔE to the lowest compared entry with this formula, charge and spin: 0.248 eV


Question: Look up the expectation value of S² of the second one.
Answer: 3.779


Question: E_tot of number 2 (C35H52F3N5P2STc)?
Answer: -3099.5114 Eh


Question: What is the formula in the first record?
Answer: C65H62N2OP2S5ScSiTe


Question: net charge of number 1 (C65H62N2OP2S5ScSiTe)?
Answer: -2